(1)
41
Properties=species:S:1:pos:R:3 method="wB97M-V/def2-TZVPD" total_energy_ev=-27337.445 total_charge=+1 homo_energy_ev=-11.5 fmax_ev_per_a=3.06
N 2.6233 -5.1984 -0.2497
N 2.1120 -3.9250 -0.5970
C 3.1234 -2.8919 -0.5126
O 4.0721 -2.9035 0.1631
F 2.9110 -1.7705 -1.2872
C 0.8373 -3.6161 0.0993
O -0.1370 -3.9369 -0.4472
F 0.7160 -2.9940 1.3145
H 3.0186 -5.6330 -1.0979
H 3.2544 -5.2077 0.5726
H 1.8044 -5.7841 0.0098
C 1.0295 3.2469 -0.5196
C 2.3077 2.9410 0.2391
O 2.0949 2.6283 1.6088
C 1.2796 1.5029 1.8745
C 1.8230 0.2071 1.2966
H 0.4937 4.0724 -0.0471
H 1.2564 3.5213 -1.5518
H 0.3532 2.3900 -0.5418
H 2.9504 3.8227 0.2234
H 2.8741 2.1389 -0.2492
H 0.2549 1.6870 1.5348
H 1.2295 1.4093 2.9616
H 1.8841 0.2357 0.2059
H 1.1799 -0.6316 1.5718
H 2.8310 0.0186 1.6763
C -2.0498 -0.2536 -1.3211
C -2.2061 0.3934 0.0451
O -2.4229 1.7917 -0.0107
C -3.5837 2.2198 -0.7098
C -4.8798 1.6858 -0.1268
H -1.2273 0.2101 -1.8716
H -1.8433 -1.3218 -1.2141
H -2.9493 -0.1473 -1.9284
H -1.2831 0.2476 0.6122
H -3.0024 -0.0898 0.6223
H -3.4982 1.9733 -1.7732
H -3.5922 3.3099 -0.6479
H -4.9306 0.5962 -0.1741
H -5.7352 2.0833 -0.6758
H -4.9732 1.9719 0.9231



(2)
36
Properties=species:S:1:pos:R:3 method="wB97M-V/def2-TZVPD" total_energy_ev=-34380.073 total_charge=-1 homo_energy_ev=-2.4 fmax_ev_per_a=0.77
C 1.9359 1.4180 1.0710
C 2.4700 0.1119 0.4449
C 1.5567 -1.0898 0.6093
Cl 2.5336 -2.6246 0.6271
C 0.4316 -1.3013 -0.4380
C -0.3891 -0.0866 -0.4868
N -1.0308 0.8636 -0.5270
C 1.0478 -1.5696 -1.8402
C 0.1802 -1.2273 -2.9579
N -0.5294 -0.9710 -3.8222
C -0.5090 -2.4874 -0.0289
C -1.9931 -2.1320 -0.0146
C -2.3954 -1.3770 1.2579
C -3.3004 -0.1679 1.1388
O -3.6008 0.4903 2.0890
O -3.7694 0.1104 -0.1174
H 1.7084 2.1744 0.3073
H 2.7149 1.8725 1.6790
H 1.0510 1.2482 1.6883
H 3.4162 -0.1617 0.9105
H 2.6913 0.2855 -0.6110
H 1.0807 -1.0548 1.5894
H 1.9892 -1.0324 -1.9516
H 1.2619 -2.6338 -1.9231
H -0.3362 -3.3080 -0.7244
H -0.2120 -2.8553 0.9547
H -2.2477 -1.5645 -0.9079
H -2.5737 -3.0543 -0.0726
H -2.8725 -2.0717 1.9517
H -1.5230 -0.9796 1.7844
H -3.1093 0.6576 -0.5766
C 0.8968 4.9782 -0.2290
O 1.9161 4.1113 -0.0630
H 0.9749 5.6381 -1.1371
H -0.1171 4.5031 -0.3355
H 0.7586 5.7094 0.6147